C18H28BF14NO14S2Zr as an isolated structure. Source: the OMol25 dataset; level of theory: ωB97M-V/def2-TZVPD.

Net charge: 0
Energy, a.u.: -4077.041036
Energy above the lowest of the compared OMol25 structures with the same formula, charge and spin, kcal/mol: 0.00
Frontier orbital gap, eV: 7.4

Last column: Mulliken charge in e.
Atoms and positions in Å:
C 1.8500 -3.3761 -3.0705  0.2310
C -5.0994 1.0375 -2.2973  0.2271
H -3.9508 2.3638 -3.3867  0.2861
N -0.6697 -0.1359 0.3571  0.3273
F -2.1959 1.6828 0.3869  -0.3550
C 1.2132 -4.2150 2.6615  0.8299
H -4.2104 0.3728 3.9618  0.3469
H -5.3647 0.5257 1.3175  0.2795
O 4.3453 -2.3308 -3.9710  -0.4975
C 2.1440 5.1316 2.0874  -0.2507
H -0.0952 -3.9631 -2.3970  0.0078
H -6.1470 1.1338 -2.5827  0.4126
F 5.0913 -5.6785 -3.1601  -0.2402
F 6.5008 -4.2173 -3.5100  -0.2452
S -0.5997 1.4123 -0.0042  0.7589
O -0.5987 1.8468 -1.3969  -0.5151
H 1.5380 -2.8027 -3.9434  0.3867
C 2.6822 4.2233 0.9019  -0.7437
H -5.0545 0.8339 -1.2275  -0.1872
O 2.0491 0.2825 -0.1639  -0.5087
F -2.3593 -2.5321 -3.3609  -0.2590
C -4.8088 -0.2696 1.8140  -0.3925
H -5.5904 -0.7964 2.3614  0.3734
F -1.1276 -0.8477 -4.0076  -0.2356
O 0.0919 2.2270 1.0332  -0.4724
C 3.3193 8.6740 2.0602  0.8301
O 2.8423 6.4008 2.2418  -0.3178
H 2.1602 3.2671 0.8671  0.0537
O -4.2186 -1.0272 0.8245  -0.7079
C -3.1904 -0.4083 -2.7738  0.2284
C 1.7188 0.1877 3.3187  -0.7187
F -2.9488 -1.2235 -5.0430  -0.2674
F 4.2409 8.4196 2.9987  -0.2357
Zr -2.0471 -1.3730 1.0988  1.0922
C 2.7619 7.4519 1.4625  0.4059
H -3.3211 1.3168 2.6562  0.2361
H 0.1980 -0.7101 4.4866  0.3432
O -2.7571 -0.2212 -1.6274  0.1367
F 5.3950 -4.8729 -5.2169  -0.2484
H 2.1516 4.5866 3.0313  0.2586
H -1.7581 -4.0827 -0.6542  -0.1455
O -4.4221 0.1373 -3.2351  -0.3817
F 2.1708 -4.7920 3.4105  -0.2662
F 0.9535 -1.8158 0.1358  -0.0172
B -1.8299 -3.1149 -0.1826  1.5632
O 1.4463 -2.2780 3.9787  -0.2891
C -2.3814 -1.2390 -3.8238  0.7614
C 1.2622 -0.8799 4.3232  -0.6101
F 2.3208 9.3217 2.8228  -0.2528
C 0.7995 -4.4646 -2.7659  -1.0533
O 2.0252 7.4594 0.4650  -0.5539
H 1.0944 5.3837 1.9360  0.3497
S 0.8056 -0.4003 -0.5958  0.3841
H 1.2304 -5.1861 -2.0718  0.3788
H 0.3900 -4.9451 -3.6545  0.3959
O 2.9885 -4.1678 -3.3122  -0.2309
O 0.5966 -0.7599 -1.9723  -0.2703
O -0.2335 -2.2316 2.5636  -0.6235
C -3.7749 0.3742 2.9626  -0.5382
H 2.7717 4.6715 -0.0876  0.3509
H -2.8072 -3.0371 0.2682  0.2780
H 1.9238 -2.8262 -2.1322  -0.1110
O -2.4988 -0.2878 2.9950  -0.6030
C 5.3121 -4.5867 -3.8881  0.8416
H 2.8076 0.1352 3.3190  0.3655
C 4.1751 -3.5099 -3.7030  0.2779
H -1.8197 -2.2721 -0.8564  -0.5639
F 1.5537 -4.1581 1.4263  -0.2325
C 0.7775 -2.7535 3.0002  0.2713
H -4.9629 3.2111 -2.2523  0.4114
H 3.7274 3.9740 1.0851  0.3738
F 0.1852 -4.9027 2.7251  -0.2594
C -4.3637 2.3096 -2.3794  -0.9483
H 1.7291 -0.7518 5.2998  0.3816
F 3.8359 9.4484 1.0736  -0.2160
H 1.3585 1.1254 3.7417  0.3015
H -1.1217 -2.9422 0.6129  -0.3489
H 1.3308 0.0796 2.3059  0.0914
H -3.5369 2.3781 -1.6724  0.0850